Record 1
13
Properties=species:S:1:pos:R:3:forces:R:3 method="wB97M-V/def2-TZVPD" energy_ev=-15028.49012 smiles="CN[P@H](C)=O" e_above_lowest_kcal_mol=60.71 gap_ha=0.366 spin_multiplicity=1 e_homo_ev=-9.23
C -0.82593 -1.31146 -0.93465 1.826 -0.348 0.525
N -1.07265 -0.58218 0.28739 1.581 2.592 1.033
P -0.28626 0.94464 0.69166 -0.997 -0.570 6.801
C 1.36972 1.01739 0.05224 -1.221 0.646 -1.372
O -0.07945 1.00512 2.49041 -1.144 -0.258 -7.594
H 0.20867 -1.43270 -1.32864 -0.246 0.580 0.499
H -1.11197 -2.28288 -0.68868 -0.529 -1.884 0.162
H -1.43269 -1.04484 -1.73183 -1.244 1.035 -1.381
H -0.74713 -1.07986 1.11022 -0.339 -0.563 0.042
H -1.19063 1.90141 0.09666 0.817 -0.395 0.360
H 1.68377 0.06343 0.28031 0.885 -2.497 0.221
H 1.51540 1.20456 -1.00451 -0.078 0.167 -0.126
H 1.96915 1.59738 0.67941 0.689 1.495 0.828

---

Record 2
13
Properties=species:S:1:pos:R:3:forces:R:3 method="wB97M-V/def2-TZVPD" energy_ev=-16577.30150 total_charge=-1 e_above_lowest_kcal_mol=12.16 gap_ha=0.242 spin_multiplicity=1 e_homo_ev=-2.58
C 1.80416 0.25640 -0.25318 0.811 0.759 -0.972
C 0.28694 0.38063 -0.11218 0.241 0.303 0.485
S -0.61997 -1.02242 -0.80224 -0.280 -0.317 0.069
N 2.32384 -0.99125 0.29537 -0.376 -0.698 -0.718
H 2.10036 0.33778 -1.31846 -0.453 -0.663 0.056
H 2.36282 1.14141 0.08335 -0.257 -0.086 0.897
H 0.15450 0.47282 0.98324 -0.455 0.081 -0.275
H -0.11002 1.27311 -0.61659 0.448 0.157 0.273
H 2.60395 -1.05086 1.25817 -0.090 0.823 0.379
H 1.51612 -1.61944 0.20415 0.323 -0.229 -0.154
H -2.21168 1.65259 0.61680 -0.504 -0.089 0.538
H -3.52712 1.33524 1.34488 -0.591 -0.885 -0.116
O -2.83686 1.97406 1.29933 1.183 0.844 -0.462

---

Record 3
13
Properties=species:S:1:pos:R:3:forces:R:3 method="wB97M-V/def2-TZVPD" energy_ev=-16576.43818 total_charge=-1 e_above_lowest_kcal_mol=32.07 gap_ha=0.261 spin_multiplicity=1 e_homo_ev=-2.92
C 1.83743 0.36034 0.70476 -0.666 0.297 -2.358
C 0.63150 1.27414 0.14000 1.153 0.871 -0.891
S -0.93979 0.39250 -0.11277 0.042 0.792 0.946
N 1.22682 -0.43631 1.67353 -2.071 -1.101 2.797
H 2.74627 0.93312 0.96123 -0.562 0.063 0.564
H 2.24205 -0.43985 -0.00110 -0.592 1.445 -0.198
H 0.95404 1.54321 -0.83999 0.285 0.537 -1.011
H 0.47012 2.30825 0.62776 0.496 -1.735 0.066
H 0.48309 -0.97692 1.13244 1.143 0.706 0.780
H 0.55758 0.22668 2.15093 0.899 -1.106 -0.015
H -1.86414 -0.89306 -1.38781 1.536 -1.944 -1.489
H -0.77764 -1.69397 -2.27906 0.801 0.718 0.130
O -1.64699 -1.75503 -1.91792 -2.463 0.455 0.677

---

Record 4
13
Properties=species:S:1:pos:R:3:forces:R:3 method="wB97M-V/def2-TZVPD" energy_ev=-16567.44756 total_charge=+1 smiles="CS(C)(=[NH2+])=O" e_above_lowest_kcal_mol=64.49 gap_ha=0.468 spin_multiplicity=1 e_homo_ev=-16.32
C -0.53730 1.40374 0.58711 -0.735 -2.761 1.887
S 0.46258 -0.01269 0.26557 2.049 -0.634 0.770
C 0.52926 -0.39836 -1.45542 -1.974 -0.529 -0.904
N -0.25982 -1.21842 0.98624 -5.223 -1.927 -0.366
O 1.81676 0.05098 0.74840 -0.774 0.452 -0.025
H -0.13442 2.21246 0.15958 1.900 3.257 -1.214
H -0.92003 1.49744 1.61692 1.104 -0.157 -0.123
H -1.40385 1.21294 0.06642 -2.269 -0.522 -1.574
H 1.32456 -1.13772 -1.66203 -0.482 0.188 0.654
H 0.75611 0.48039 -2.02196 0.244 0.799 -0.171
H -0.49605 -0.74828 -1.81888 1.380 0.251 0.576
H 0.22322 -1.76852 1.66433 0.763 -0.078 0.343
H -1.36104 -1.57396 0.86372 4.016 1.661 0.147

---

Record 5
13
Properties=species:S:1:pos:R:3:forces:R:3 method="wB97M-V/def2-TZVPD" energy_ev=-16567.18888 total_charge=+1 e_above_lowest_kcal_mol=70.46 gap_ha=0.377 spin_multiplicity=1 e_homo_ev=-14.16
C 0.40011 1.88815 0.08393 1.603 -1.823 -2.092
C -0.25256 -0.53356 -0.10422 -2.293 3.698 -4.126
N 0.55056 -1.76798 -0.03315 -0.508 -2.812 -1.917
O 0.66821 0.39119 0.23299 1.769 2.461 0.913
S -1.64981 -0.55566 1.04388 -1.493 0.406 -0.921
H -0.51720 2.10526 0.52560 -1.578 0.358 0.677
H 0.43187 2.13878 -1.02705 -0.255 -0.481 1.341
H 1.20820 2.44081 0.56981 -0.074 -0.634 0.060
H -0.55024 -0.08056 -1.42842 0.292 -2.376 3.663
H 0.42495 -2.33447 0.82404 0.415 0.827 0.088
H 1.46475 -1.36491 -0.19532 1.019 -0.335 0.613
H 0.43006 -2.52681 -0.79513 -0.332 1.794 0.988
H -2.60891 0.19976 0.30302 1.435 -1.082 0.715

---

Record 6
13
Properties=species:S:1:pos:R:3:forces:R:3 method="wB97M-V/def2-TZVPD" energy_ev=-23814.23143 e_above_lowest_kcal_mol=74.69 gap_ha="0.330 / 0.237" spin_multiplicity=1 e_homo_ev="-9.00 / -8.80"
C -2.20272 -1.34502 1.18086 -2.450 0.829 -0.883
C 1.29286 0.00243 -1.66770 2.115 -1.764 0.867
N 1.55170 0.98762 0.76486 0.554 -0.027 3.267
P 0.43869 0.00872 -0.02208 0.072 0.831 -0.760
S -1.13632 1.24792 -0.43451 0.170 -0.117 -0.143
H -1.87922 -1.57604 2.23691 -0.043 0.834 -1.383
H -3.18126 -1.90230 0.90913 1.801 0.663 0.412
H 2.46459 -0.11366 -1.62773 -2.370 -0.143 0.446
H 0.84374 -0.91708 -2.05653 0.261 0.523 -1.034
H 1.15304 0.91629 -2.18265 -0.642 0.567 -0.831
H 1.43368 1.05168 1.81066 0.187 -0.693 -1.347
H 1.39986 1.93263 0.52598 0.121 1.345 -0.795
H -2.17864 -0.29319 0.56279 0.224 -2.846 2.184

---

Record 7
12
Properties=species:S:1:pos:R:3:forces:R:3 method="wB97M-V/def2-TZVPD" energy_ev=-14529.80155 total_charge=-1 e_above_lowest_kcal_mol=6.73 gap_ha=0.251 spin_multiplicity=1 e_homo_ev=-2.80
S -1.77228 -2.29138 0.66481 -1.907 -0.453 -0.033
H -3.18731 -2.42373 0.62458 1.643 0.132 0.097
C 1.42993 0.89353 -0.71852 0.876 0.374 1.334
C 0.43601 -0.03888 -0.03516 -0.505 -0.442 0.649
N -0.52057 0.69559 0.84995 -0.832 -0.907 -0.425
H 0.96034 1.57217 -1.42507 -0.199 0.044 -0.143
H 2.17445 0.28885 -1.25181 -0.038 0.236 0.004
H 1.97176 1.54784 0.05272 -0.673 -0.921 -0.988
H 0.96839 -0.79635 0.62661 -0.540 0.899 -0.895
H -0.15569 -0.61527 -0.78720 0.673 0.184 0.416
H -1.18515 -0.08905 1.18950 1.053 1.330 -0.636
H -1.11988 1.25668 0.20960 0.449 -0.474 0.620

---

Record 8
12
Properties=species:S:1:pos:R:3:forces:R:3 method="wB97M-V/def2-TZVPD" energy_ev=-14529.61921 total_charge=-1 e_above_lowest_kcal_mol=10.94 gap_ha=0.240 spin_multiplicity=1 e_homo_ev=-2.61
S 1.40209 -1.87008 0.81784 -0.098 -0.051 -0.070
H 1.49332 -0.56411 1.10094 0.094 0.137 0.071
C -0.48829 2.36590 -0.61752 0.048 -0.419 0.129
N -0.92516 1.13891 0.00847 -0.112 0.281 0.259
C -1.50152 0.17182 -0.89837 -0.116 -0.627 0.261
H -1.35185 2.93038 -0.96493 -0.058 0.195 -0.083
H 0.18054 2.18371 -1.46926 0.039 0.089 -0.177
H 0.05880 2.95453 0.11411 -0.010 0.219 0.044
H -0.17216 0.72915 0.54322 0.043 -0.276 -0.150
H -1.17093 0.31027 -1.93472 -0.108 0.091 -0.069
H -1.18437 -0.83149 -0.60635 0.175 0.043 0.050
H -2.59999 0.15269 -0.83695 0.103 0.317 -0.266